This record from OMol25 describes a cluster of 2 separate species, C19H39ClF6NOPS in total. The level of theory is ωB97M-V/def2-TZVPD.

Geometry as ORCA input:
```
! wB97M-V def2-TZVPD RIJCOSX def2/J DEFGRID3
* xyz 0 1
C 8.4452 -3.1544 0.2265
C 7.0117 -2.8050 -0.5248
C 6.5759 -1.2083 -0.3808
C 6.7631 -0.3993 -1.8073
C 6.6392 1.2395 -1.6546
C 5.0977 1.7509 -1.3198
C 4.7091 1.6437 0.2855
C 3.5297 2.7234 0.7320
C 2.2635 1.8615 1.3198
C 0.8006 2.6565 1.1878
C -0.3483 1.4974 1.5272
C -1.8916 2.0851 1.4733
C -2.5939 1.7598 0.0204
C -4.0132 0.9455 0.1106
N -4.8605 0.9850 -1.1413
C -5.8446 -0.1534 -1.2901
C -6.4470 -0.7465 0.1135
C -7.4027 -2.0509 -0.3151
S -8.0303 -3.0153 1.1879
C -4.0101 1.1842 -2.4136
C -4.8297 0.8671 -3.8005
O -5.7084 1.8068 -4.2140
Cl -4.4867 -0.7133 -4.7240
H 9.3223 -2.5875 -0.3026
H 8.3458 -2.8841 1.3694
H 8.5924 -4.3297 0.1104
H 6.1829 -3.4497 0.0383
H 7.0025 -3.1208 -1.6520
H 7.2091 -0.6779 0.4499
H 5.4116 -1.2238 -0.1335
H 7.8697 -0.6045 -2.1871
H 6.0169 -0.8584 -2.6049
H 6.9491 1.6830 -2.7176
H 7.4094 1.6837 -0.8646
H 4.3720 1.1037 -1.9756
H 5.0422 2.8941 -1.6430
H 4.2862 0.5530 0.4892
H 5.6619 1.7800 0.9898
H 3.9498 3.3719 1.6419
H 3.2333 3.4755 -0.1150
H 2.4001 1.6589 2.4700
H 2.1202 0.8126 0.7681
H 0.6727 3.1082 0.0939
H 0.7587 3.5677 1.9418
H -0.0648 1.0844 2.5982
H -0.1614 0.6266 0.7391
H -1.8420 3.2616 1.6321
H -2.4632 1.5849 2.3756
H -1.8252 1.0979 -0.6051
H -2.7647 2.8035 -0.5130
H -3.7443 -0.1557 0.4770
H -4.6516 1.4600 0.9764
H -5.4420 1.8744 -1.0767
H -5.3417 -1.0700 -1.8583
H -6.7798 0.2734 -1.8969
H -7.1770 0.0382 0.5837
H -5.6496 -1.1848 0.8540
H -6.6505 -2.7939 -0.8680
H -8.2383 -1.7727 -1.0852
H -8.6181 -4.1967 0.6344
H -3.6251 2.3101 -2.5117
H -3.1114 0.4087 -2.3677
F -2.6446 -3.0460 4.1426
P -3.7178 -2.9094 3.0208
F -2.4245 -2.2499 2.4552
F -4.7836 -2.7217 4.1424
F -4.0310 -3.4018 1.5760
F -4.4737 -1.5914 2.6741
F -3.9517 -4.4459 3.1358
*
```

Results
strongest force on any atom	9.4	eV/A
E_HOMO	-9.1	eV
gap between HOMO and LUMO	6.881	eV

---

This record from OMol25 describes a cluster of 2 separate species, C3H9NO2 in total. The level of theory is ωB97M-V/def2-TZVPD.

Geometry as ORCA input:
```
! wB97M-V def2-TZVPD RIJCOSX def2/J DEFGRID3
* xyz 0 1
C -0.4955 -0.1145 2.5808
N -0.5941 -0.3360 1.1273
C 0.5111 0.2104 0.3766
C 0.1798 0.2412 -1.0949
O 0.2502 1.2644 -1.7345
H 0.5502 -0.1747 2.8738
H -1.2462 -0.7046 3.0968
H -0.7777 0.9247 2.8098
H -1.3884 0.1954 0.7818
H 0.7110 1.2521 0.6771
H 1.4610 -0.3350 0.4872
H -0.4725 -0.6176 -1.3511
H -0.1735 -0.9039 -3.9780
H 0.8038 -0.0373 -3.0876
O 0.6809 -0.8647 -3.5651
*
```

Results
strongest force on any atom	3.0	eV/A
E_HOMO	-9.5	eV
gap between HOMO and LUMO	10.229	eV
SMILES string	CNCC=O.O

---

This record from OMol25 describes a structure of composition C26H34ClFeO2. The level of theory is ωB97M-V/def2-TZVPD.

Geometry as ORCA input:
```
! wB97M-V def2-TZVPD RIJCOSX def2/J DEFGRID3
* xyz -1 5
O -1.8550 -0.2301 -1.9536
C -2.9189 -1.2874 -2.0254
C -2.6059 -1.6439 -3.4691
H -3.9731 -0.9901 -1.7591
H -2.6347 -2.1076 -1.3665
C -1.3335 -0.6406 -3.2598
H -3.4594 -1.3974 -4.0835
H -2.2207 -2.6140 -3.7192
C -1.1375 0.5673 -4.1672
H -1.7569 1.4507 -3.9638
H -1.4008 0.2340 -5.1700
H -0.1099 0.9444 -4.1063
C -0.1063 -1.5220 -3.0895
H -0.3878 -2.3343 -2.4145
H 0.7510 -1.0158 -2.6135
H 0.1386 -1.9433 -4.0881
Fe 2.1305 -1.0024 0.9780
C 2.6574 -3.0868 0.7847
C 1.7561 -3.1335 1.9059
C 0.4323 -2.9182 1.4306
H 2.0192 -3.4404 2.9103
C 0.4922 -2.7016 0.0360
C 1.8538 -2.8143 -0.3784
H 2.1756 -2.9276 -1.4090
H 3.6988 -3.3886 0.7844
H -0.4861 -2.9639 2.0085
H -0.3690 -2.5351 -0.5973
C 4.1015 -0.1170 0.4706
C 3.5840 -0.7213 -0.7161
C 2.3838 -0.0517 -1.0631
H 4.0923 -1.4820 -1.3107
C 2.0627 0.8813 -0.0362
C 3.1809 0.9067 0.8671
H 3.3446 1.6490 1.6332
H 5.0640 -0.3235 0.9270
H 1.8440 -0.1248 -2.0038
H 1.1737 1.5173 -0.0048
O -3.0196 1.9714 -0.9515
C -3.7789 1.7735 -2.1477
C -5.2056 2.3155 -2.0559
H -3.9850 0.6966 -2.3411
H -3.1873 2.0324 -3.0542
C -5.3765 2.5856 -0.5532
H -5.9081 1.5549 -2.4247
H -5.3400 3.1920 -2.6850
C -3.9715 2.3962 0.0788
H -6.0768 1.8687 -0.1128
H -5.7855 3.5775 -0.3423
H -3.9906 1.5983 0.8329
H -3.6393 3.3119 0.6034
Cl 3.8989 -1.4935 3.5587
C 3.3825 0.0688 4.0874
C 4.1924 0.8071 4.9540
C 3.7792 2.0864 5.3875
C 2.5686 2.6074 4.9315
C 1.7591 1.8791 4.0655
C 2.1523 0.5886 3.6239
C 1.3417 -0.2484 2.7185
H 5.1324 0.3834 5.2695
H 4.4084 2.6499 6.0757
H 2.2418 3.5931 5.2671
H 0.8083 2.2797 3.7030
H 0.5163 0.3209 2.2712
H 0.9019 -1.0886 3.2722
*
```

Results
strongest force on any atom	2.4	eV/A
E_HOMO (spin up / spin down)	-2.3 / -3.6	eV
gap between HOMO and LUMO (spin up / spin down)	4.776 / 6.118	eV

---

This record from OMol25 describes a structure of composition C20H34Br2F9IN2O12P2S4. The level of theory is ωB97M-V/def2-TZVPD.

Geometry as ORCA input:
```
! wB97M-V def2-TZVPD RIJCOSX def2/J DEFGRID3
* xyz 0 1
C -0.9514 1.6150 3.5602
C -0.1940 3.0913 3.5206
C 1.4337 2.8039 3.2975
C 1.9960 3.8738 2.1716
N 2.9764 3.2881 1.1808
C 2.4217 2.1150 0.4069
C 0.8514 2.3143 -0.0099
C 0.3031 1.3752 -1.2243
C -0.7252 0.2506 -0.5335
C -0.8793 -0.9481 -1.6395
C -2.1372 -1.9994 -1.3291
F -3.2459 -1.3130 -0.6297
F -2.6962 -2.2926 -2.7073
C -1.6864 -3.4464 -0.7483
F -0.3357 -3.9228 -1.2317
F -2.6509 -4.4537 -1.3342
S -1.7171 -3.7000 1.0869
F -3.4150 -3.5546 1.2343
F -1.3945 -2.0762 1.4863
F 0.0112 -3.9570 1.0655
F -1.8772 -5.4064 0.7986
F -1.6655 -4.0600 2.7660
O 3.2429 1.8238 -0.7764
C 4.5803 1.3216 -0.4378
N 5.5549 2.1247 -1.3273
C 4.9008 3.2492 -1.8071
S 4.0768 4.3240 -2.8868
C 4.8320 -0.2665 -0.9047
I 3.0037 -1.4425 -0.7375
O 6.0536 -0.8505 -0.3678
C 5.8788 -1.7091 0.7940
Br 5.0566 -0.8253 2.4094
P 7.6912 -2.1531 1.3695
O 8.2009 -3.5441 0.4119
Br 7.4271 -2.7376 3.5573
P 5.1626 -0.1180 -2.8244
C 3.5166 -0.2848 -3.7963
O 6.1473 -1.5064 -3.3312
H -2.0785 1.6956 3.2185
H -0.4252 0.8909 2.7932
H -0.8088 1.1662 4.6364
H -0.3855 3.7265 4.4959
H -0.6686 3.6591 2.5897
H 1.6554 1.6818 3.0563
H 1.9302 3.0622 4.3492
H 1.1266 4.5178 1.6662
H 2.6176 4.6792 2.7982
H 3.8158 3.0233 1.7685
H 2.4688 1.1576 1.1032
H 0.1300 2.1204 0.9214
H 0.6776 3.4379 -0.3110
H 1.1050 0.7503 -1.7982
H -0.3037 2.0309 -2.0139
H -0.1514 -0.0887 0.4570
H -1.7539 0.7679 -0.3032
H 0.1398 -1.4884 -1.8341
H -1.1528 -0.4039 -2.6670
H 4.9326 1.5233 0.6585
H 5.4126 -2.7835 0.5592
H 7.9134 -4.3853 0.9171
H 3.5868 0.1525 -4.9022
H 2.6237 0.2707 -3.2836
H 3.1786 -1.4229 -3.9033
H 5.5354 -2.3163 -3.3255
C -4.0720 -0.1174 -5.1370
C -5.3438 0.5994 -4.6914
O -4.9249 1.5032 -3.6714
S -3.4082 2.0058 -3.9990
O -3.4912 3.2875 -4.6636
O -2.5885 1.7758 -2.8321
O -3.0480 0.8756 -5.1174
H -3.7956 -0.9058 -4.4295
H -4.1688 -0.5457 -6.1382
H -6.0988 -0.0912 -4.3084
H -5.7714 1.1884 -5.5097
C -5.9649 -1.5036 2.3726
C -6.3743 -2.2587 3.6343
O -5.5385 -1.7410 4.6668
S -5.2149 -0.1738 4.3508
O -6.1324 0.6398 5.1172
O -3.7829 0.0124 4.3822
O -5.7055 -0.1662 2.7960
H -5.0411 -1.9125 1.9508
H -6.7489 -1.5170 1.6107
H -6.2408 -3.3385 3.5352
H -7.4142 -2.0438 3.9021
*
```

Results
strongest force on any atom	8.1	eV/A
E_HOMO	-8.2	eV
gap between HOMO and LUMO	5.575	eV

---

This record from OMol25 describes a cluster of 2 separate species, CH3BrFOP in total. The level of theory is ωB97M-V/def2-TZVPD.

Geometry as ORCA input:
```
! wB97M-V def2-TZVPD RIJCOSX def2/J DEFGRID3
* xyz 0 1
C -0.4078 0.6613 -1.2500
O -0.4857 1.4887 -0.2760
F 1.5069 -0.6240 1.7963
P -0.8757 2.9506 0.1986
Br -0.2593 2.6507 2.3062
H -0.8015 0.8814 -2.2300
H 0.0310 -0.2977 -1.0223
H 1.5584 0.1921 2.2548
*
```

Results
strongest force on any atom	1.4	eV/A
E_HOMO (spin up / spin down)	-8.0 / -7.9	eV
gap between HOMO and LUMO (spin up / spin down)	7.241 / 8.073	eV

---

This record from OMol25 describes an isolated molecule of C2H5NOS. The level of theory is ωB97M-V/def2-TZVPD.

Geometry as ORCA input:
```
! wB97M-V def2-TZVPD RIJCOSX def2/J DEFGRID3
* xyz 0 1
C 1.4539 -0.5213 0.0400
C -0.1947 1.0094 0.0103
H 2.4997 -0.5112 -0.1184
H 0.9335 -1.1453 -0.7435
H 1.1888 -0.9205 1.0306
H -0.4282 2.0875 -0.0141
H -2.7920 -1.1304 -0.2569
N -1.0488 0.1381 0.0258
O 1.1027 0.8252 -0.0110
S -2.7148 0.1684 0.0373
*
```

Results
strongest force on any atom	4.1	eV/A
E_HOMO	-8.7	eV
gap between HOMO and LUMO	9.591	eV
SMILES string	CO/C=N/S

---

This record from OMol25 describes a cluster of 2 separate species, C3H3N3O in total. The level of theory is ωB97M-V/def2-TZVPD.

Geometry as ORCA input:
```
! wB97M-V def2-TZVPD RIJCOSX def2/J DEFGRID3
* xyz 0 1
N -0.6670 1.8531 -0.8364
C -0.3023 0.7272 -0.6090
N -1.7767 -0.0359 1.1609
N -1.3282 -1.0428 1.1177
O 1.7594 0.0472 1.1639
C 1.4492 -0.6711 0.2328
C 0.2735 -0.4722 -0.6011
H -1.3859 2.3611 -0.3413
H 2.0872 -1.5257 -0.0738
H -0.1210 -1.2529 -1.2416
*
```

Results
strongest force on any atom	2.8	eV/A
E_HOMO	-9.2	eV
gap between HOMO and LUMO	9.479	eV
SMILES string	N=C=CC=O.N#N

---

This record from OMol25 describes a cluster of 2 separate species, C6H12N2O in total. The level of theory is ωB97M-V/def2-TZVPD.

Geometry as ORCA input:
```
! wB97M-V def2-TZVPD RIJCOSX def2/J DEFGRID3
* xyz 0 1
C -2.1612 0.9107 1.1860
C -0.7187 1.3062 1.1675
C 0.2227 0.7000 1.8976
O -0.3541 2.3226 0.3073
H -1.1545 2.6493 -0.1372
H -2.7411 1.6304 1.7711
H -2.3037 -0.0846 1.6198
H -2.5657 0.8851 0.1687
H 1.2632 1.0001 1.8165
H -0.0084 -0.1210 2.5660
C 1.6271 -0.7406 -0.9327
N 2.0345 -1.9169 -0.3842
C 0.3144 -0.5734 -1.6103
C -0.6958 -1.4281 -1.4098
N 2.4693 0.2407 -0.8539
H 3.0269 -1.8831 -0.1755
H 1.7630 -2.7493 -0.8893
H 2.0528 1.0970 -1.2352
H 0.1954 0.2932 -2.2498
H -0.6139 -2.2658 -0.7254
H -1.6523 -1.2725 -1.8972
*
```

Results
strongest force on any atom	2.8	eV/A
E_HOMO	-8.6	eV
gap between HOMO and LUMO	9.336	eV
SMILES string	[H]/N=C(/N)C=C.C=C(C)O

---

| no. | E_tot (eV) |
| --- | --- |
| 1 | -72815.457 |
| 2 | -8840.639 |
| 3 | -78513.693 |
| 4 | -283387.206 |
| 5 | -85179.920 |
| 6 | -16526.395 |
| 7 | -9675.762 |
| 8 | -11443.005 |